(1)
The following is a quantum chemistry calculation of a molecular structure, C81H109BCdF2Ge2N6OP2, from the OMol25 dataset.

Atoms and positions in Å:
Cd (-0.32, -0.11, 0.50)
Ge (4.25, -0.45, 0.83)
Ge (6.02, -0.06, 2.76)
P (1.53, 2.81, 0.98)
P (0.50, -0.26, 3.74)
F (1.82, -1.61, -0.56)
F (1.17, -2.12, 1.44)
O (-2.11, -1.98, -3.98)
N (-0.77, -0.86, -5.46)
N (-2.89, -1.63, -6.06)
N (-0.87, 1.74, 2.18)
N (1.07, 0.08, -2.44)
N (-3.25, -1.04, -0.81)
N (-1.83, -2.78, -0.55)
C (-5.32, -0.11, -8.32)
C (-3.83, -2.20, -1.31)
C (6.21, -2.73, 0.49)
C (-1.92, -1.49, -5.07)
C (-5.61, -1.21, 0.94)
C (0.27, -0.47, -4.62)
C (2.33, 3.67, 2.49)
C (-2.48, -2.64, 2.42)
C (-4.73, 2.33, -1.29)
C (-2.72, 4.43, 0.44)
C (2.23, 0.43, -2.96)
C (-5.96, 1.19, 0.40)
C (6.39, -4.12, -1.45)
C (6.18, 1.84, -2.38)
C (-2.91, 1.26, -2.60)
C (5.18, -2.00, -0.08)
C (0.13, -0.39, -3.23)
C (-4.30, -0.54, 6.12)
C (-2.77, 0.45, -7.40)
C (-1.69, 1.28, 3.16)
C (0.54, -2.36, 5.93)
C (-1.29, 0.13, 3.89)
C (-0.38, 4.85, 0.36)
C (-5.18, 0.05, 0.22)
C (-2.49, 3.20, 1.03)
C (-0.02, -3.97, -2.51)
C (-2.98, -3.23, -1.16)
C (6.47, 3.04, -1.75)
C (1.11, -5.51, 0.74)
C (-1.93, 6.68, -0.39)
C (-3.60, 1.50, -3.94)
C (1.07, -5.10, -0.58)
C (5.96, 1.63, 3.88)
C (0.83, -1.99, 4.47)
C (-7.00, -1.64, 0.46)
C (-1.19, 2.82, 1.41)
C (-0.87, -3.74, -0.13)
C (7.89, 0.11, 2.02)
C (-1.85, 2.32, -2.35)
C (1.37, 3.23, -1.74)
C (-3.39, 0.13, 5.13)
C (-2.86, 1.93, 3.62)
C (1.00, 0.94, 5.12)
C (-3.41, 1.30, -8.29)
C (-1.68, 5.30, 0.16)
C (-0.54, -5.26, -3.19)
C (-2.05, -4.08, 2.16)
C (-4.70, -0.97, -7.44)
C (-3.68, 1.37, 4.57)
C (1.49, -0.07, -5.17)
C (4.75, -2.38, -1.34)
C (0.10, -5.12, 1.59)
C (-0.12, 3.61, 0.92)
C (6.12, -1.52, 4.17)
C (5.45, 2.19, 0.25)
C (-5.38, 1.97, -9.71)
C (5.17, 0.97, -0.36)
C (2.32, -2.03, 0.66)
C (-4.09, 0.09, -0.67)
C (-3.91, 1.23, -1.47)
C (-3.42, -0.71, -6.96)
C (0.08, -4.24, -1.03)
C (1.27, 4.30, 3.39)
C (5.34, -3.43, -2.02)
C (2.36, 3.48, -0.61)
C (0.24, 0.92, 6.44)
C (-3.26, -4.93, 1.75)
C (-0.92, -4.27, 1.18)
C (2.30, -2.32, 4.20)
C (-5.72, 2.34, -0.32)
C (6.11, 3.21, -0.42)
C (-4.68, 1.04, -8.76)
C (2.51, 0.91, 5.35)
C (1.30, -3.56, -3.15)
C (-5.60, -1.06, 2.47)
C (3.46, 4.68, 2.28)
C (5.55, 0.82, -1.69)
C (2.98, 4.87, -0.78)
C (6.82, -3.77, -0.18)
C (-2.17, -0.44, 4.80)
C (2.49, 0.36, -4.32)
B (-1.91, -1.36, -0.34)
H (-4.68, -0.58, 2.79)
H (2.85, 1.87, 5.75)
H (-1.33, 2.11, -1.42)
H (6.96, 3.84, -2.29)
H (-3.82, -0.61, 7.10)
H (-3.11, -2.27, 1.63)
H (2.46, -3.40, 4.27)
H (-2.87, 1.47, -4.74)
H (-4.59, 3.21, -1.90)
H (-4.56, 1.91, 4.88)
H (8.25, -0.82, 1.58)
H (-3.04, -2.59, 3.35)
H (-4.36, 0.74, -4.13)
H (-0.75, -3.18, -2.68)
H (1.25, -1.87, 6.60)
H (5.15, 2.32, 1.28)
H (5.67, -2.44, 3.82)
H (0.61, 4.00, -1.78)
H (2.78, 0.15, 6.07)
H (0.76, 1.89, 4.62)
H (6.55, -2.48, 1.49)
H (0.56, 0.10, 7.08)
H (2.76, 2.81, 3.02)
H (8.58, 0.41, 2.80)
H (2.98, 0.79, -2.27)
H (-1.12, 2.33, -3.17)
H (-1.61, -2.00, 2.51)
H (1.14, -3.29, -4.20)
H (6.43, 1.45, 4.84)
H (3.99, 4.90, -0.37)
H (2.95, -1.85, 4.93)
H (-3.74, 4.72, 0.22)
H (0.22, -2.64, 3.83)
H (-1.33, 6.86, -1.28)
H (7.16, -1.72, 4.44)
H (0.42, 3.64, 3.51)
H (-4.81, -2.18, -1.75)
H (0.67, -3.43, 6.05)
H (-6.44, -0.46, 2.81)
H (4.98, -3.71, -3.01)
H (-3.59, -2.29, -5.75)
H (1.90, -6.15, 1.09)
H (3.89, 4.93, 3.25)
H (-4.92, -2.02, 0.69)
H (-0.83, 0.84, 6.28)
H (5.59, -1.21, 5.07)
H (-4.04, -4.83, 2.50)
H (-4.08, 2.48, -3.97)
H (-3.10, 2.91, 3.24)
H (-1.69, -4.48, 3.12)
H (2.03, -4.36, -3.12)
H (-2.89, 2.20, -8.60)
H (3.92, -1.86, -1.80)
H (-4.54, -1.55, 5.80)
H (-2.97, 6.82, -0.64)
H (-0.60, -0.78, -6.45)
H (0.89, 2.26, -1.59)
H (1.71, -2.70, -2.64)
H (0.18, -6.07, -3.06)
H (1.82, -5.47, -1.26)
H (-0.46, -2.10, 6.25)
H (6.87, -4.93, -1.99)
H (-0.76, -0.75, -2.74)
H (1.70, 4.51, 4.38)
H (-6.33, -0.33, -8.66)
H (0.44, 1.85, 6.98)
H (3.08, 5.60, 1.83)
H (2.62, -1.99, 3.21)
H (-2.29, 3.31, -2.27)
H (6.50, 2.43, 3.38)
H (-7.05, -1.63, -0.63)
H (4.94, 1.97, 4.06)
H (3.18, 2.76, -0.73)
H (-3.10, -4.25, -1.45)
H (-7.77, -0.97, 0.84)
H (-1.89, -1.36, 5.29)
H (3.46, 0.65, -4.71)
H (-5.81, 1.43, -10.55)
H (7.90, 0.87, 1.24)
H (3.03, 0.71, 4.42)
H (-5.67, -2.03, 2.94)
H (7.64, -4.31, 0.28)
H (5.38, -0.13, -2.19)
H (4.24, 4.28, 1.65)
H (-7.23, -2.65, 0.81)
H (0.92, 5.24, 2.97)
H (1.65, -0.10, -6.24)
H (-1.65, 7.44, 0.35)
H (2.40, 5.67, -0.34)
H (2.68, -3.06, 0.52)
H (-6.77, 1.17, 1.11)
H (-2.98, -5.98, 1.68)
H (-6.20, 2.49, -9.20)
H (-0.69, -5.09, -4.25)
H (0.43, 5.50, 0.08)
H (-3.66, -4.61, 0.79)
H (-6.33, 3.21, -0.17)
H (0.08, -5.51, 2.60)
H (6.46, 1.71, -3.42)
H (-5.23, 0.02, 6.23)
H (-4.69, 2.72, -10.10)
H (-3.31, 2.52, 1.19)
H (-5.22, -1.86, -7.09)
H (-1.48, -5.57, -2.75)
H (-1.79, 0.72, -7.04)
H (-2.43, 0.28, -2.65)
H (6.35, 4.13, 0.09)
H (3.07, 5.07, -1.85)
H (1.88, 3.20, -2.70)

Calculated values
**Highest occupied orbital energy (spin up / spin down)**: -2.84 / -3.99 eV
**Energy above the lowest of the compared OMol25 structures with the same formula, charge and spin**: 0.0000 eV
**Molar mass**: 1551.19 g/mol
**LUMO energy (spin up / spin down)**: 1.82 / 1.82 eV
**Multiplicity**: 2
**Max |F|**: 1.407 eV/A
**Net charge**: -1
**Electronic energy**: -239042.1134 eV
**Orbital gap (spin up / spin down)**: 4.7 / 5.8 eV
**<S²>**: 0.760



(2)
The following is a quantum chemistry calculation of a gas-phase ion, C4H8NO2 (charge -1), from the OMol25 dataset.

Atoms and positions in Å:
O (0.93, 3.00, -0.48)
O (-0.92, -2.55, 1.12)
N (-1.15, -0.58, -0.72)
C (0.46, 1.77, -0.64)
C (0.28, -0.65, -0.19)
C (0.92, 0.61, 0.40)
C (-0.21, -1.61, 1.02)
H (0.75, -1.36, -0.87)
H (-1.35, -1.19, -1.49)
H (-0.16, -0.97, 1.94)
H (-0.64, 1.75, -0.37)
H (0.25, 1.34, -1.65)
H (2.01, 0.58, 0.46)
H (0.67, 0.52, 1.46)
H (-1.84, -0.66, 0.00)

Calculated values
**Highest occupied orbital energy**: -1.92 eV
**Energy above the lowest of the compared OMol25 structures with the same formula, charge and spin**: 5.0569 eV
**Molar mass**: 102.11 g/mol
**LUMO energy**: 3.65 eV
**SMILES**: N[C@H](C=O)CC[O-]
**Max |F|**: 4.361 eV/A
**Net charge**: -1
**Electronic energy**: -9859.7298 eV
**Orbital gap**: 5.6 eV



(3)
The following is a quantum chemistry calculation of a molecular structure, C4H15N3O, from the OMol25 dataset.

Atoms and positions in Å:
O (-2.13, -0.72, -0.90)
N (2.30, -0.63, -0.12)
N (0.91, -0.75, 0.11)
N (0.47, -2.09, -0.18)
C (-1.43, 0.52, -0.81)
C (0.95, 1.18, 1.96)
C (-1.50, 1.36, -2.06)
C (0.45, -0.22, 1.69)
H (0.96, -0.96, 2.32)
H (-0.63, -0.31, 1.71)
H (0.41, 1.90, 1.36)
H (0.83, 1.42, 3.02)
H (-0.16, 0.08, -0.57)
H (-0.53, -2.02, -0.36)
H (0.61, -2.70, 0.63)
H (-2.33, -0.94, -1.82)
H (2.50, -0.91, -1.08)
H (-1.10, 2.36, -1.88)
H (2.00, 1.26, 1.72)
H (-1.86, 1.06, 0.05)
H (-2.54, 1.49, -2.39)
H (2.82, -1.28, 0.48)
H (-0.98, 0.88, -2.89)

Calculated values
**Highest occupied orbital energy**: -7.45 eV
**Energy above the lowest of the compared OMol25 structures with the same formula, charge and spin**: 4.3127 eV
**Molar mass**: 121.18 g/mol
**LUMO energy**: 1.01 eV
**Max |F|**: 4.151 eV/A
**Net charge**: 0
**Electronic energy**: -10905.2268 eV
**Orbital gap**: 8.5 eV



(4)
The following is a quantum chemistry calculation of a single H10Si4 molecule, from the OMol25 dataset.

Atoms and positions in Å:
Si (1.22, -1.06, 1.64)
Si (0.50, 0.30, -0.18)
Si (-1.45, 1.39, 0.58)
Si (0.16, -0.62, -2.18)
H (-1.16, 2.95, 0.53)
H (1.23, 1.78, -0.41)
H (-1.25, -0.70, -2.22)
H (0.65, -2.13, -2.13)
H (0.29, -2.15, 1.71)
H (-2.59, 0.99, -0.53)
H (1.08, -0.41, 2.93)
H (-1.70, 1.44, 2.03)
H (2.54, -1.88, 1.68)
H (0.47, 0.10, -3.45)

Calculated values
**Highest occupied orbital energy**: -9.81 eV
**Energy above the lowest of the compared OMol25 structures with the same formula, charge and spin**: 0.0719 eV
**Molar mass**: 122.42 g/mol
**LUMO energy**: 0.29 eV
**SMILES**: [SiH3][SiH]([SiH3])[SiH3]
**Max |F|**: 3.431 eV/A
**Net charge**: 0
**Electronic energy**: -31669.1981 eV
**Orbital gap**: 10.1 eV



(5)
The following is a quantum chemistry calculation of a molecular structure, C26H22AsCaF7N5S2, from the OMol25 dataset.

Atoms and positions in Å:
As (-3.06, 1.74, -5.81)
Ca (-1.04, 0.51, -2.46)
S (-3.41, -0.59, -1.23)
S (-1.60, -2.36, -3.65)
F (-1.35, 1.89, -5.75)
F (-4.82, 1.45, -5.69)
F (0.78, 0.05, -3.16)
F (-3.18, 3.47, -5.60)
F (-3.02, 1.52, -4.02)
F (-3.22, 1.93, -7.50)
F (-2.88, 0.06, -5.91)
N (1.07, 1.36, 0.74)
N (-0.33, -0.44, -0.03)
N (1.22, -0.75, 1.63)
N (-2.91, -5.62, -2.75)
N (-5.15, -3.69, -0.22)
C (-1.05, -4.52, 0.81)
C (-0.63, -1.80, 0.16)
C (-1.94, -3.52, 1.30)
C (3.13, 0.85, 4.34)
C (4.42, 0.45, 3.98)
C (-0.46, 4.90, -0.46)
C (0.26, -2.80, -0.32)
C (-3.46, -2.28, -1.63)
C (-4.45, -3.03, -0.84)
C (0.55, 4.89, 0.51)
C (-0.55, 2.47, -0.72)
C (4.67, -0.32, 2.85)
C (-2.84, -4.46, -2.71)
C (3.60, -0.81, 2.08)
C (0.44, 2.54, 0.30)
C (0.60, 0.08, 0.71)
C (-1.69, -2.19, 0.99)
C (1.00, 3.69, 0.95)
C (-2.75, -2.98, -2.60)
C (1.48, -2.56, -1.14)
C (2.07, 0.42, 3.57)
C (0.68, 0.93, 3.87)
C (2.31, -0.34, 2.42)
C (-0.04, -4.12, -0.05)
C (2.20, 3.62, 1.86)
C (-1.00, 3.77, -1.06)
H (-1.82, 3.92, -1.76)
H (3.60, -1.41, 1.13)
H (-2.27, -1.34, 1.32)
H (0.33, 1.72, 3.20)
H (3.10, 3.27, 1.45)
H (2.84, 1.40, 5.22)
H (5.25, 0.86, 4.48)
H (0.61, 1.21, 4.94)
H (-2.80, -3.85, 1.90)
H (0.93, 5.83, 0.90)
H (2.37, 4.56, 2.44)
H (-1.33, -5.59, 0.82)
H (1.90, 1.52, 1.31)
H (1.32, -1.57, -1.70)
H (0.01, 0.14, 3.69)
H (-0.91, 5.85, -0.83)
H (5.65, -0.53, 2.46)
H (1.67, -3.35, -1.89)
H (2.33, -2.35, -0.51)
H (0.61, -4.90, -0.48)
H (1.83, 2.93, 2.62)
H (1.11, -1.78, 1.51)

Calculated values
**Highest occupied orbital energy (spin up / spin down)**: -2.75 / -2.75 eV
**Energy above the lowest of the compared OMol25 structures with the same formula, charge and spin**: 0.5076 eV
**Molar mass**: 716.62 g/mol
**LUMO energy (spin up / spin down)**: 3.81 / 2.95 eV
**Multiplicity**: 2
**Max |F|**: 3.333 eV/A
**Net charge**: -2
**Electronic energy**: -154747.5313 eV
**Orbital gap (spin up / spin down)**: 6.6 / 5.7 eV
**<S²>**: 0.785



(6)
The following is a quantum chemistry calculation of 2 unconnected molecules or ions with the total composition C29H30ClN3O5S, from the OMol25 dataset.

Atoms and positions in Å:
Cl (0.76, 0.96, 2.00)
S (-1.30, 0.07, 0.10)
O (-2.16, -0.32, 1.19)
O (-1.25, -0.72, -1.11)
O (2.68, -0.14, -7.19)
O (3.28, -3.63, 2.97)
O (-0.41, -7.10, 1.73)
N (4.12, -0.57, -0.41)
N (3.68, -0.06, -4.54)
N (-3.33, 6.60, -2.22)
C (4.81, -1.09, -2.63)
C (4.89, -1.29, -1.27)
C (3.18, -1.48, 3.99)
C (3.92, -1.25, -5.36)
C (0.02, -5.83, 1.53)
C (3.33, 0.43, -0.88)
C (0.38, 0.10, 0.59)
C (-2.49, 4.32, -1.25)
C (-3.04, 3.77, -0.10)
C (-1.50, 3.62, -1.94)
C (-1.12, 2.34, -1.52)
C (3.15, 0.61, -2.24)
C (-2.64, 2.50, 0.34)
C (0.84, -5.61, 0.39)
C (0.15, -3.46, 2.05)
C (3.10, -2.42, 2.81)
C (1.76, -2.00, 0.75)
C (1.28, -4.34, 0.09)
C (3.79, -0.98, -6.86)
C (-1.42, -7.35, 2.73)
C (2.67, 0.89, -4.99)
C (3.87, -0.18, -3.17)
C (1.03, -3.27, 0.97)
C (2.75, 1.11, -6.49)
C (-2.96, 5.59, -1.77)
C (4.08, -0.93, 1.04)
C (2.90, -1.77, 1.45)
C (-1.72, 1.77, -0.40)
C (-0.31, -4.73, 2.37)
H (5.48, -1.66, -3.27)
H (1.65, 0.55, -4.73)
H (1.89, -4.16, -0.79)
H (4.11, -0.01, 1.63)
H (2.83, 1.04, -0.14)
H (3.58, -1.92, -7.38)
H (2.85, 1.86, -4.50)
H (-1.67, -8.40, 2.59)
H (3.21, -2.06, -5.10)
H (4.21, -1.49, 4.39)
H (2.41, 1.34, -2.55)
H (1.60, -1.52, -0.22)
H (5.01, -1.48, 1.27)
H (0.96, 0.40, -0.27)
H (2.49, -1.82, 4.77)
H (1.86, 1.66, -6.84)
H (-1.05, 4.06, -2.83)
H (3.68, 1.66, -6.74)
H (-1.02, -7.20, 3.74)
H (4.73, -0.53, -7.23)
H (-0.39, 1.79, -2.12)
H (-3.09, 2.06, 1.23)
H (-3.81, 4.32, 0.44)
H (1.10, -6.47, -0.22)
H (2.90, -0.47, 3.70)
H (-2.31, -6.73, 2.59)
H (5.56, -2.02, -0.80)
H (-0.14, -2.60, 2.65)
H (4.93, -1.62, -5.18)
H (-0.92, -4.89, 3.26)

Calculated values
**Highest occupied orbital energy**: -6.34 eV
**Energy above the lowest of the compared OMol25 structures with the same formula, charge and spin**: 0.0000 eV
**Molar mass**: 568.10 g/mol
**LUMO energy**: -1.18 eV
**Max |F|**: 2.656 eV/A
**Net charge**: 0
**Electronic energy**: -68619.5350 eV
**Orbital gap**: 5.2 eV



(7)
The following is a quantum chemistry calculation of a molecular structure, C29H35N7O2S3V, from the OMol25 dataset.

Atoms and positions in Å:
V (-1.03, 0.46, -0.32)
S (-0.37, 2.79, 0.43)
S (-3.66, 1.90, 0.11)
S (-2.76, 4.92, -1.73)
O (-1.58, 0.17, 1.29)
O (-0.99, 0.51, -1.96)
N (-2.54, -1.72, 0.61)
N (5.78, -1.44, -2.38)
N (-2.12, -1.17, -0.57)
N (0.77, -0.39, 0.06)
N (2.90, -0.52, 0.52)
N (4.98, -0.70, -1.73)
N (5.09, -0.97, -0.40)
C (-3.14, -2.05, 5.58)
C (-2.14, -0.51, 4.03)
C (-4.26, 3.91, -1.86)
C (6.05, -1.94, -0.20)
C (6.57, -2.57, 0.92)
C (6.48, -2.23, -1.51)
C (2.27, 1.13, -1.27)
C (-2.53, -1.33, 2.97)
C (0.94, -1.34, 1.05)
C (-2.18, -1.17, -2.97)
C (-2.45, -0.87, 5.33)
C (1.97, 0.11, -0.23)
C (7.98, -3.83, -0.62)
C (2.26, -1.42, 1.34)
C (-3.56, -2.81, -1.62)
C (-3.23, -2.52, 3.23)
C (7.47, -3.19, -1.73)
C (-1.46, 3.67, -2.07)
C (-0.89, 0.45, -4.40)
C (-1.37, -0.09, -3.09)
C (-2.22, -0.96, 1.60)
C (-4.71, 3.25, -0.56)
C (-1.76, 3.59, 1.32)
C (7.54, -3.52, 0.68)
C (4.34, -0.23, 0.56)
C (-0.28, 3.77, -1.11)
C (-3.53, -2.87, 4.53)
C (-2.96, 2.69, 1.59)
C (-2.60, -1.68, -1.69)
H (-3.75, 3.27, 2.07)
H (-4.14, 3.18, -2.67)
H (-0.11, 4.80, -0.80)
H (-1.11, 3.85, -3.09)
H (-4.80, 3.99, 0.23)
H (7.81, -3.41, -2.73)
H (0.63, 3.41, -1.59)
H (-1.93, 2.70, -2.02)
H (-4.41, -2.52, -0.99)
H (-2.15, -0.23, 6.15)
H (-2.52, -1.67, -3.86)
H (-4.06, -3.79, 4.72)
H (4.47, 0.84, 0.41)
H (-1.59, 0.40, 3.84)
H (2.78, -2.04, 2.05)
H (-3.91, -3.10, -2.60)
H (-5.69, 2.79, -0.71)
H (4.70, -0.50, 1.55)
H (-2.69, 1.88, 2.25)
H (-3.38, -2.33, 6.60)
H (6.25, -2.34, 1.92)
H (-1.35, 3.95, 2.26)
H (-2.05, 4.44, 0.70)
H (-0.22, 1.30, -4.25)
H (-3.09, -3.67, -1.14)
H (-1.74, 0.76, -5.00)
H (7.98, -4.05, 1.51)
H (-5.03, 4.62, -2.16)
H (0.13, -1.92, 1.47)
H (2.51, 2.09, -0.81)
H (1.41, 1.25, -1.93)
H (-0.36, -0.32, -4.95)
H (-3.52, -3.14, 2.40)
H (3.14, 0.81, -1.86)
H (8.75, -4.59, -0.74)

Calculated values
**Highest occupied orbital energy (spin up / spin down)**: -13.07 / -13.07 eV
**Energy above the lowest of the compared OMol25 structures with the same formula, charge and spin**: 0.3385 eV
**Molar mass**: 660.79 g/mol
**LUMO energy (spin up / spin down)**: -7.38 / -7.01 eV
**Multiplicity**: 2
**Max |F|**: 4.135 eV/A
**Net charge**: +2
**Electronic energy**: -103347.1802 eV
**Orbital gap (spin up / spin down)**: 5.7 / 6.1 eV
**<S²>**: 0.769